The following is a quantum chemistry calculation of a 20-piece molecular cluster, C81H193N9O20 overall in a non-equilibrium geometry, from the Open Molecules 2025 dataset.

DFT total energy = -141469.466 eV
maximum force = 4.28 eV/Å
E_LUMO = -0.43 eV

Geometry as ORCA input:
```
! RIJCOSX wB97M-V def2-TZVPD def2/J DEFGRID3
* xyz 0 1
H -17.376 -20.904 -0.234
H -18.830 -10.791 10.036
H -20.090 -10.899 4.443
H -18.001 -18.182 6.371
H -23.233 -7.070 4.305
H -18.734 -20.636 4.152
H -23.480 -16.946 -2.017
H -23.546 -11.264 -0.677
O -18.216 -18.167 -2.139
H -12.404 -13.282 6.485
C -21.552 -13.038 -1.794
O -15.874 -15.911 -1.789
H -26.185 -10.460 8.982
H -23.541 -16.384 1.580
O -17.108 -22.297 7.717
C -24.730 -12.702 11.381
H -18.270 -16.058 7.306
H -17.716 -9.111 -0.297
H -23.173 -20.998 9.262
H -19.179 -14.392 -3.927
H -21.948 -12.737 10.027
C -18.821 -15.212 14.754
H -20.794 -7.534 7.797
H -16.601 -22.563 8.484
H -20.654 -11.382 5.991
H -14.279 -10.801 10.964
C -14.393 -7.297 8.232
H -21.861 -20.373 2.312
H -17.194 -15.799 5.935
H -23.060 -11.090 12.940
H -25.089 -15.140 -2.928
H -18.501 -17.762 10.588
H -18.719 -18.505 3.910
C -21.006 -11.102 4.998
C -22.624 -15.904 -0.361
H -11.121 -14.876 5.157
C -22.299 -11.906 9.415
C -19.357 -11.038 0.883
H -14.430 -12.636 -0.185
H -15.998 -11.494 7.962
H -25.879 -16.040 8.032
H -25.525 -13.426 11.200
C -14.612 -8.807 8.756
H -22.091 -6.201 7.872
H -14.531 -9.626 12.197
C -20.359 -15.709 10.130
H -24.675 -8.663 4.957
C -18.934 -16.352 2.186
C -22.781 -13.302 -0.891
C -20.360 -14.767 6.606
H -20.840 -14.290 3.994
H -24.135 -12.962 -2.665
C -23.871 -16.176 -1.352
H -17.020 -11.794 3.259
H -23.561 -16.691 6.412
C -22.872 -9.990 11.048
O -18.601 -14.072 -3.235
H -12.345 -15.541 8.994
H -21.346 -17.420 -1.348
H -20.586 -20.094 8.938
H -25.512 -19.734 7.355
N -21.357 -8.737 5.758
H -22.818 -8.803 3.231
H -23.728 -13.067 11.606
O -17.318 -9.077 0.576
C -16.272 -9.920 11.048
H -25.687 -16.734 9.524
H -19.899 -22.539 5.515
H -17.547 -15.444 10.352
C -14.753 -9.838 11.151
C -18.239 -10.057 9.488
C -22.930 -20.879 8.207
H -13.943 -10.022 1.607
C -16.126 -13.254 1.025
H -16.740 -22.809 6.997
H -19.503 -15.692 1.532
C -13.665 -9.833 7.976
H -23.416 -17.751 0.408
H -13.999 -10.854 7.789
H -24.196 -7.399 7.087
H -22.178 -21.648 8.031
H -13.482 -17.337 3.414
H -25.074 -12.208 12.289
H -14.565 -14.131 4.628
N -24.277 -10.174 10.811
C -19.096 -17.488 11.459
C -13.411 -13.589 6.200
C -25.119 -16.568 8.609
H -18.904 -14.517 -2.444
H -14.908 -8.963 -0.591
H -24.829 -16.570 -1.014
N -16.100 -9.080 8.718
H -16.718 -10.686 11.683
H -21.145 -13.861 -2.381
C -18.654 -17.475 5.857
H -14.040 -14.019 8.273
H -11.494 -15.862 7.493
H -23.962 -12.424 0.659
H -16.740 -12.400 9.305
H -20.003 -11.770 1.368
H -18.553 -11.898 3.340
H -14.524 -17.629 8.269
H -23.907 -21.136 7.796
H -26.405 -12.179 9.106
N -19.178 -14.969 4.304
H -19.773 -23.843 6.273
C -21.910 -9.881 4.916
H -15.655 -10.122 -1.466
H -13.158 -8.814 10.266
H -22.384 -9.665 13.270
H -21.637 -6.506 4.337
H -26.050 -19.100 8.922
H -25.512 -8.914 11.115
H -13.331 -7.053 8.223
H -13.935 -10.496 -0.803
H -18.482 -14.154 11.120
C -22.503 -6.635 4.986
H -20.846 -15.903 -1.863
H -16.589 -8.911 11.310
C -24.728 -11.499 10.376
H -23.770 -10.822 4.616
C -14.821 -16.589 8.135
H -26.871 -11.237 10.373
H -21.640 -18.310 6.426
H -16.151 -14.326 0.829
H -25.070 -17.209 5.887
H -23.514 -15.180 -3.248
H -21.677 -12.070 8.535
C -21.984 -10.560 9.876
O -16.562 -9.180 7.332
H -21.974 -20.032 6.080
H -22.934 -7.927 11.813
C -13.740 -15.921 7.333
C -13.148 -15.761 4.799
O -13.690 -17.818 5.874
H -24.236 -19.563 5.461
N -17.036 -10.474 0.692
H -17.528 -17.154 12.916
C -23.205 -12.088 -0.050
N -20.179 -15.572 12.649
O -13.018 -19.015 1.560
H -14.652 -7.311 7.173
C -24.154 -15.004 -2.383
H -17.435 -18.662 -1.893
H -19.129 -17.351 1.797
C -16.720 -10.203 9.574
H -15.796 -16.536 7.650
H -14.850 -11.327 2.482
C -25.801 -18.832 7.895
H -20.691 -18.318 8.462
H -13.440 -15.858 2.599
H -17.454 -15.268 12.066
C -16.146 -11.525 9.041
O -22.290 -20.465 1.461
C -11.587 -15.821 4.877
H -15.356 -9.623 2.331
C -24.216 -17.561 6.466
H -23.211 -8.626 7.745
H -21.334 -10.685 12.431
H -18.433 -10.238 8.431
C -22.383 -10.388 12.453
H -14.514 -7.718 10.674
H -19.680 -17.712 6.137
C -15.613 -10.797 0.467
H -20.692 -14.691 9.927
H -17.795 -15.243 14.387
H -20.986 -13.997 6.156
C -18.441 -17.538 4.329
H -21.286 -18.828 9.917
H -24.132 -11.020 8.358
H -21.829 -16.832 14.468
O -18.047 -20.266 0.007
H -12.712 -9.983 8.482
C -17.853 -11.204 2.876
H -24.276 -15.894 8.765
N -22.557 -14.457 0.018
C -22.683 -8.429 10.878
H -21.839 -14.754 12.464
O -20.003 -13.906 3.721
H -19.455 -8.735 6.067
H -14.592 -18.075 5.668
C -23.249 -10.272 5.399
C -23.966 -13.643 -1.831
C -22.369 -19.114 6.516
C -22.148 -7.581 6.176
H -15.153 -11.800 9.398
H -18.513 -9.014 9.649
H -15.056 -16.402 -1.711
H -13.479 -9.530 6.946
H -24.861 -13.430 -1.246
N -23.462 -18.388 8.695
H -20.959 -13.793 0.766
H -19.969 -18.129 11.581
H -21.450 -15.191 15.231
H -23.265 -18.394 4.706
O -20.940 -14.439 12.584
C -14.239 -8.678 10.238
H -17.798 -20.327 1.902
C -18.144 -15.185 11.226
H -18.557 -20.138 -0.793
H -21.605 -8.281 10.800
H -26.749 -18.406 7.565
C -23.478 -8.165 6.794
C -26.053 -11.307 9.656
C -24.628 -17.870 7.914
H -15.242 -14.318 7.172
H -17.431 -13.702 5.310
C -21.358 -16.378 -1.026
H -21.092 -17.780 3.690
C -19.040 -14.900 5.776
H -18.704 -12.695 5.917
C -14.915 -10.472 1.810
H -20.954 -10.688 10.208
H -11.269 -15.916 3.839
H -17.875 -13.669 7.098
C -24.185 -9.143 5.805
H -19.953 -18.247 14.251
H -18.386 -21.120 5.543
C -17.970 -11.322 1.401
H -12.866 -13.789 4.124
H -19.118 -14.168 14.655
H -23.301 -10.992 6.215
H -17.593 -10.181 3.148
O -21.755 -14.195 1.122
O -15.035 -19.605 3.896
C -18.402 -17.793 12.795
H -19.770 -15.878 9.228
C -21.189 -19.187 8.892
H -21.094 -8.834 3.110
H -19.638 -10.012 1.120
H -18.196 -18.858 12.906
H -21.785 -9.817 9.103
H -19.381 -11.110 -0.205
H -15.707 -15.090 -1.327
H -22.916 -5.670 5.282
H -17.102 -21.634 2.218
H -14.559 -20.134 4.537
H -24.993 -9.584 6.389
H -17.826 -12.858 -0.006
C -12.369 -16.139 8.083
H -20.485 -16.221 -0.393
H -11.177 -16.723 5.331
H -21.431 -11.998 4.545
H -15.422 -20.244 3.298
C -21.399 -6.793 7.273
H -17.173 -8.464 7.145
H -15.735 -13.348 2.038
H -21.738 -10.349 2.840
H -13.573 -19.308 2.283
H -20.713 -15.763 6.874
H -18.280 -17.476 -1.480
H -18.846 -15.318 15.838
H -21.361 -16.180 2.865
C -13.813 -16.304 3.521
H -18.268 -13.568 1.454
H -22.125 -21.372 1.206
C -14.157 -14.374 7.249
H -23.075 -7.879 10.023
C -18.218 -13.660 6.064
H -22.453 -11.732 0.655
O -23.723 -18.577 10.104
H -14.924 -6.486 8.730
O -20.064 -23.479 5.437
H -16.113 -12.399 -0.809
H -13.803 -12.579 6.085
O -17.518 -20.878 2.633
O -19.125 -20.995 4.948
C -13.509 -14.296 4.844
O -20.002 -8.330 5.390
C -21.080 -16.154 14.880
C -21.951 -9.441 3.404
C -19.422 -15.891 11.392
H -20.065 -14.358 7.573
H -24.234 -12.651 8.634
H -21.259 -16.384 4.640
H -21.824 -12.291 -2.540
N -13.760 -16.391 5.972
H -22.836 -18.652 10.464
H -18.566 -17.524 14.812
C -23.848 -11.752 9.115
C -23.564 -18.738 5.696
H -12.153 -18.900 1.954
H -14.902 -16.315 3.540
C -19.243 -17.473 13.959
C -22.514 -19.400 8.039
H -14.965 -16.268 9.166
H -22.048 -17.300 1.251
O -25.063 -9.516 11.714
H -17.864 -16.162 2.099
C -17.596 -12.806 1.058
C -20.868 -16.713 3.677
C -15.435 -12.278 0.037
H -12.313 -17.201 8.322
C -14.920 -10.050 -0.665
H -20.661 -12.714 -1.257
H -20.885 -5.984 6.756
H -21.163 -16.442 10.066
C -22.938 -16.855 0.804
C -19.869 -16.081 14.038
C -19.410 -16.363 3.646
C -18.215 -16.053 6.218
H -17.393 -17.332 4.113
H -20.742 -16.629 15.801
*
```

Atomic partial charges in e from the Löwdin method, atoms 1 to 4: 0.053, 0.074, 0.059, 0.109